{
  "formula": "H14O7",
  "method": "ωB97M-V with the def2-TZVPD basis set",
  "elements": ["O", "H", "H", "O", "H", "H", "O", "H", "H", "O", "H", "H", "O", "H", "H", "O", "H", "H", "O", "H", "H"],
  "xyz": [[0.527, 2.037, 0.692], [-0.179, 1.983, 1.350], [0.321, 2.831, 0.182], [-2.410, 0.003, -1.850], [-3.201, -0.364, -2.263], [-2.018, 0.556, -2.538], [-0.164, -0.837, 0.565], [-1.115, -1.049, 0.522], [-0.116, 0.070, 0.899], [1.224, 0.654, -2.071], [0.367, 0.730, -1.637], [1.664, 1.494, -1.897], [1.915, -2.125, 1.979], [1.245, -1.736, 1.380], [2.414, -2.738, 1.429], [-3.012, -1.642, 0.702], [-3.194, -0.862, 0.158], [-3.627, -2.311, 0.383], [3.375, 1.375, 0.544], [2.407, 1.396, 0.500], [3.578, 0.535, 0.970]],
  "nbo_charge": [-0.96, 0.48, 0.49, -0.96, 0.47, 0.48, -0.97, 0.50, 0.47, -0.93, 0.47, 0.47, -0.98, 0.50, 0.46, -0.95, 0.48, 0.48, -0.96, 0.48, 0.48],
  "e_homo_ev": -10.5,
  "smiles": "O.O.O.O.O.O.O",
  "relative_energy_kj_mol": 163.47,
  "lumo_ev": -0.158
}

***

{
  "formula": "H14O7",
  "method": "ωB97M-V with the def2-TZVPD basis set",
  "elements": ["H", "H", "H", "H", "H", "H", "H", "H", "H", "H", "H", "H", "H", "H", "O", "O", "O", "O", "O", "O", "O"],
  "xyz": [[-1.611, -1.605, 0.136], [-1.961, -1.482, -1.366], [2.393, -2.205, -0.022], [3.320, -0.920, 0.196], [0.125, -0.231, 0.762], [0.741, -0.906, -0.414], [0.678, 2.982, -0.603], [0.088, 1.602, -0.545], [-1.855, 2.001, -1.168], [-1.889, 0.636, -0.574], [2.406, 1.190, 0.173], [3.639, 1.252, 1.165], [-2.982, -0.302, 0.513], [-4.051, -0.198, 1.663], [-2.320, -1.683, -0.479], [3.075, -1.710, -0.370], [0.204, -1.090, 0.362], [0.837, 2.164, -0.077], [-1.359, 1.141, -1.172], [3.090, 0.647, 0.634], [-3.408, 0.304, 1.112]],
  "nbo_charge": [0.50, 0.49, 0.46, 0.51, 0.48, 0.49, 0.47, 0.50, 0.49, 0.49, 0.52, 0.48, 0.47, 0.48, -0.97, -1.00, -0.96, -1.01, -0.94, -0.99, -0.98],
  "e_homo_ev": -10.5,
  "smiles": "O.O.O.O.O.O.O",
  "relative_energy_kj_mol": 158.59,
  "lumo_ev": 0.128
}

***

{
  "formula": "H14O7",
  "method": "ωB97M-V with the def2-TZVPD basis set",
  "elements": ["H", "H", "H", "H", "H", "H", "H", "H", "H", "H", "H", "H", "H", "H", "O", "O", "O", "O", "O", "O", "O"],
  "xyz": [[0.481, -0.109, 0.758], [0.526, -1.518, 0.100], [2.134, -4.407, 0.865], [1.321, -3.466, 0.022], [-2.439, -1.703, 3.524], [-3.535, -2.558, 3.847], [3.331, 1.697, -3.487], [2.017, 1.631, -2.706], [-0.146, 1.351, -1.264], [0.697, 0.448, -2.107], [-2.124, 0.867, 2.982], [-2.188, 1.497, 1.590], [1.287, 3.261, -2.006], [0.130, 4.223, -2.168], [0.070, -0.982, 0.844], [2.032, -4.116, 0.022], [-3.322, -1.615, 3.797], [2.470, 2.105, -3.371], [0.494, 0.580, -1.179], [-2.195, 0.578, 2.063], [0.264, 3.299, -2.169]],
  "nbo_charge": [0.48, 0.45, 0.46, 0.46, 0.47, 0.46, 0.48, 0.46, 0.50, 0.46, 0.46, 0.46, 0.49, 0.47, -0.93, -0.93, -0.92, -0.94, -0.96, -0.92, -0.96],
  "e_homo_ev": -10.7,
  "smiles": "O.O.O.O.O.O.O",
  "relative_energy_kj_mol": 286.34,
  "lumo_ev": 0.270
}

***

{
  "formula": "H14O7",
  "method": "ωB97M-V with the def2-TZVPD basis set",
  "elements": ["O", "H", "H", "O", "H", "H", "O", "H", "H", "O", "H", "H", "O", "H", "H", "O", "H", "H", "O", "H", "H"],
  "xyz": [[1.150, 22.367, -16.375], [1.857, 22.806, -16.795], [1.487, 21.698, -15.792], [-1.638, 22.230, -16.429], [-1.951, 22.077, -17.322], [-0.676, 22.332, -16.391], [2.833, 19.885, -16.989], [2.946, 20.213, -17.908], [2.081, 19.272, -17.103], [4.275, 22.411, -17.519], [4.091, 22.460, -16.597], [5.212, 22.190, -17.566], [1.731, 20.896, -13.972], [2.011, 20.037, -14.289], [0.836, 20.722, -13.678], [1.867, 24.224, -13.371], [1.777, 23.753, -14.209], [2.561, 23.734, -12.893], [4.340, 22.800, -14.462], [3.747, 22.228, -13.991], [4.891, 23.052, -13.757]],
  "nbo_charge": [-0.98, 0.49, 0.50, -0.98, 0.47, 0.50, -0.95, 0.49, 0.46, -0.96, 0.48, 0.47, -0.96, 0.48, 0.49, -0.93, 0.48, 0.46, -0.94, 0.47, 0.47],
  "e_homo_ev": -10.6,
  "smiles": "O.O.O.O.O.O.O",
  "relative_energy_kj_mol": 152.83,
  "lumo_ev": 0.085
}

***

{
  "formula": "H14O7Ti",
  "method": "ωB97M-V with the def2-TZVPD basis set",
  "elements": ["Ti", "O", "H", "H", "O", "H", "H", "O", "H", "H", "O", "H", "H", "O", "H", "H", "O", "H", "H", "O", "H", "H"],
  "xyz": [[-30.265, -0.627, 21.522], [-32.081, 0.972, 21.522], [-32.999, 0.867, 21.773], [-32.038, 1.841, 21.124], [-30.430, -3.562, 23.146], [-29.796, -2.966, 22.746], [-31.275, -3.287, 22.790], [-32.328, -1.927, 21.378], [-32.866, -2.642, 21.038], [-32.890, -1.155, 21.321], [-30.079, -1.306, 19.217], [-30.852, -1.286, 18.653], [-29.346, -1.435, 18.615], [-28.496, -2.238, 21.697], [-27.761, -2.114, 22.299], [-28.095, -2.571, 20.894], [-30.317, -0.621, 23.811], [-31.160, -0.370, 24.189], [-29.681, -0.445, 24.505], [-28.615, 1.066, 21.388], [-28.954, 1.623, 22.089], [-28.750, 1.576, 20.589]],
  "mulliken_spin": [3.08, -0.10, 0.03, 0.02, -0.01, 0.00, 0.00, -0.01, 0.01, 0.01, -0.02, 0.01, 0.00, -0.04, 0.01, 0.01, -0.03, 0.01, 0.01, -0.01, 0.01, 0.01],
  "total_charge": 1,
  "spin_multiplicity": 4,
  "e_homo_ev": [-7.6, -13.5],
  "relative_energy_kj_mol": 14.00,
  "s2": 3.751,
  "lumo_ev": [-3.052, -3.521]
}

***

{
  "formula": "H15LiO8",
  "method": "ωB97M-V with the def2-TZVPD basis set",
  "elements": ["Li", "O", "H", "O", "H", "H", "O", "H", "H", "O", "H", "H", "O", "H", "H", "O", "H", "H", "O", "H", "H", "O", "H", "H"],
  "xyz": [[1.660, 2.174, 0.322], [0.243, 0.881, 0.337], [0.444, 0.016, 0.449], [-0.892, 1.189, -2.045], [-1.719, 0.566, -2.056], [-0.457, 0.937, -1.108], [-2.031, -0.337, 0.865], [-1.264, 0.076, 0.890], [-2.320, -0.268, 0.033], [-1.162, -2.616, 2.289], [-1.106, -1.934, 1.681], [-0.626, -3.215, 1.779], [0.774, -1.409, -2.089], [0.230, -2.189, -2.203], [0.362, -0.461, -2.078], [-0.627, 1.022, 3.113], [-0.305, 0.985, 2.170], [-1.267, 0.421, 2.770], [2.442, -1.667, 0.065], [1.978, -1.789, 0.839], [1.862, -1.377, -0.512], [1.563, 2.895, -1.627], [1.464, 3.747, -1.941], [0.744, 2.357, -1.941]],
  "nbo_charge": [0.97, -1.29, 0.44, -1.04, 0.48, 0.50, -0.93, 0.46, 0.46, -0.92, 0.46, 0.45, -1.01, 0.49, 0.51, -0.95, 0.46, 0.46, -0.93, 0.45, 0.47, -1.01, 0.49, 0.53],
  "e_homo_ev": -10.7,
  "relative_energy_kj_mol": 189.77,
  "lumo_ev": -0.651
}

***

{
  "formula": "H15NO6",
  "method": "ωB97M-V with the def2-TZVPD basis set",
  "elements": ["N", "H", "H", "H", "H", "H", "O", "H", "H", "O", "H", "H", "O", "H", "H", "O", "H", "H", "O", "H", "H", "O"],
  "xyz": [[1.300, 1.761, -0.941], [1.286, 2.394, -0.139], [1.095, 0.760, -0.721], [2.199, 1.803, -1.253], [-1.281, -1.532, -0.552], [-1.438, -0.686, 0.876], [-1.040, -1.566, 0.384], [-2.597, -1.378, -1.857], [-1.507, -0.368, -2.394], [-1.762, -1.309, -2.265], [1.293, -1.527, 0.460], [2.759, -1.040, 0.903], [2.078, -0.865, 0.371], [0.162, 1.162, 2.507], [1.148, 2.161, 1.834], [0.218, 1.846, 1.749], [-0.129, -1.351, 3.039], [0.123, -1.874, 1.683], [0.518, -1.219, 2.369], [-1.974, 1.808, -1.544], [-0.328, 1.598, -1.683], [-1.250, 1.331, -1.929]],
  "nbo_charge": [-1.09, 0.37, 0.41, 0.36, 0.51, 0.49, -1.01, 0.46, 0.52, -0.98, 0.49, 0.47, -0.96, 0.49, 0.47, -0.96, 0.46, 0.49, -0.97, 0.48, 0.52, -1.02],
  "e_homo_ev": -10.1,
  "smiles": "N.O.O.O.O.O.O",
  "relative_energy_kj_mol": 208.37,
  "lumo_ev": 0.319
}

***

{
  "formula": "H15O8",
  "method": "ωB97M-V with the def2-TZVPD basis set",
  "elements": ["O", "H", "O", "H", "H", "O", "H", "H", "O", "H", "H", "O", "H", "H", "O", "H", "H", "O", "H", "H", "O", "H", "H"],
  "xyz": [[-0.453, -0.255, -0.448], [0.032, 0.549, -0.638], [2.201, 2.758, 0.561], [1.397, 2.340, 0.905], [2.760, 2.006, 0.272], [1.558, -2.043, 0.078], [0.696, -1.554, -0.070], [1.768, -1.898, 1.007], [-2.025, -2.128, 0.943], [-2.717, -2.352, 0.314], [-1.507, -1.424, 0.496], [-1.399, -0.818, -2.939], [-1.049, -0.669, -2.008], [-2.169, -0.245, -3.000], [-3.094, 0.993, -0.255], [-2.343, 0.361, -0.294], [-2.683, 1.835, -0.043], [0.116, 0.930, 1.936], [-0.556, 1.618, 1.927], [-0.108, 0.342, 1.141], [3.296, 0.267, 0.023], [2.461, -0.118, 0.334], [3.818, -0.495, -0.241]],
  "nbo_charge": [-1.29, 0.46, -1.00, 0.48, 0.49, -1.00, 0.52, 0.45, -0.98, 0.46, 0.50, -1.01, 0.51, 0.45, -0.98, 0.51, 0.45, -1.01, 0.46, 0.51, -0.98, 0.50, 0.48],
  "total_charge": -1,
  "e_homo_ev": -6.6,
  "relative_energy_kj_mol": 87.63,
  "lumo_ev": 3.370
}

***

{
  "formula": "H16NO6",
  "method": "ωB97M-V with the def2-TZVPD basis set",
  "elements": ["N", "H", "H", "H", "H", "H", "H", "O", "H", "H", "O", "H", "H", "O", "H", "H", "O", "H", "H", "O", "H", "H", "O"],
  "xyz": [[-0.974, -1.582, 2.411], [-1.474, -2.375, 2.812], [-1.665, -1.208, 1.762], [-0.301, -2.063, 1.812], [0.845, 0.953, -1.249], [-1.099, 0.148, 4.118], [-0.193, 0.255, 3.035], [-0.678, 0.874, 3.628], [-1.315, 1.808, 0.374], [-1.634, 2.100, 1.795], [-1.531, 1.342, 1.205], [2.014, -0.045, -2.830], [2.931, -0.074, -4.035], [2.535, -0.644, -3.366], [0.171, -1.534, -0.761], [0.423, -0.023, -0.379], [0.065, -0.870, -0.035], [0.549, 3.117, -0.589], [-0.780, 3.749, -1.107], [-0.319, 3.439, -0.319], [1.456, -2.011, -2.750], [0.280, -2.872, -3.161], [0.694, -2.485, -2.374]],
  "nbo_charge": [-0.94, 0.38, 0.39, 0.38, 0.29, 0.48, 0.49, -0.80, 0.48, 0.50, -0.88, 0.45, 0.50, -0.93, 0.53, 0.36, -0.76, 0.47, 0.50, -0.89, 0.50, 0.50, -0.99],
  "total_charge": 1,
  "e_homo_ev": -14.0,
  "relative_energy_kj_mol": 1045.96,
  "lumo_ev": -10.675
}

***

{
  "formula": "H16O7S",
  "method": "ωB97M-V with the def2-TZVPD basis set",
  "elements": ["S", "H", "H", "H", "H", "O", "H", "H", "O", "H", "H", "O", "H", "H", "O", "H", "H", "O", "H", "H", "O", "H", "H", "O"],
  "xyz": [[1.359, -1.969, -0.110], [2.382, -2.148, -1.108], [3.652, -3.447, 2.036], [-1.407, -0.741, -1.320], [-0.259, -1.675, -1.662], [-0.957, -1.184, -2.114], [-1.760, -0.556, 1.109], [-1.848, 0.687, 0.095], [-2.171, -0.207, 0.206], [3.066, -3.377, 2.572], [2.026, 0.396, -0.282], [1.450, 1.119, -0.443], [1.187, 1.436, 0.569], [0.660, 2.408, 2.560], [0.428, 1.661, 1.975], [-1.149, 3.190, 0.004], [-0.578, 2.148, 1.241], [-1.492, 2.424, 0.456], [-0.392, 0.040, 2.668], [-0.062, -1.284, 1.865], [-0.808, -0.849, 2.423], [-0.286, 0.340, -2.989], [0.525, 1.183, -2.100], [0.111, 1.149, -2.940]],
  "nbo_charge": [0.06, 0.18, 0.00, 0.51, 0.45, -0.88, 0.50, 0.51, -0.95, 0.01, 0.46, -0.83, 0.53, 0.48, -1.08, 0.46, 0.50, -0.95, 0.53, 0.46, -0.94, 0.47, 0.47, -0.95],
  "e_homo_ev": -10.2,
  "relative_energy_kj_mol": 932.23,
  "lumo_ev": -6.922
}

***

It is found that the max |F| values, taken in the order of the records, are 0.6 3.6 4.3 2.2 0.8 7.5 7.3 0.8 1.8 4.1 eV/A.